Record 1
# C3H5GaO3

A molecular structure, C3H5GaO3 at a distorted geometry (ωB97M-V with the def2-TZVPD basis set, the OMol25 dataset).

## Properties
Multiplicity ... 2
Total charge ... +3
DFT total energy ... -2266.01338 Ha
Expectation value of S² ... 0.768
LUMO energy (spin up / spin down) ... -19.12 / -19.38 eV
Strongest force on any atom ... 5.36 eV/A
Kohn-Sham gap (spin up / spin down) ... 6.3 / 6.8 eV

Last column: Mulliken charge in e.
CARTESIAN COORDINATES (ANGSTROEM)
Ga: 0.05 2.24 -0.21  1.128
O: -1.22 0.87 -0.55  -0.199
O: 0.95 -0.46 0.05  -0.237
O: 2.67 0.69 0.43  -0.175
C: -0.32 -0.75 -0.54  0.076
C: -1.56 -0.42 0.32  -0.478
C: 1.41 0.73 0.21  0.593
H: -1.36 -0.09 1.35  0.367
H: -1.44 -1.15 -1.11  0.540
H: -2.10 -1.36 0.49  0.503
H: 3.11 1.53 0.25  0.466
H: -0.17 -1.84 -0.67  0.415

***

Record 2
# C3H5HoO3

A molecular structure, C3H5HoO3 at a distorted geometry (ωB97M-V with the def2-TZVPD basis set, the OMol25 dataset).

## Properties
Multiplicity ... 6
Total charge ... +3
DFT total energy ... -1289.47004 Ha
Expectation value of S² ... 8.762
LUMO energy (spin up / spin down) ... -15.65 / -16.80 eV
Strongest force on any atom ... 5.34 eV/A
Kohn-Sham gap (spin up / spin down) ... 8.4 / 7.0 eV

Last column: Mulliken charge in e.
CARTESIAN COORDINATES (ANGSTROEM)
Ho: 0.03 2.69 -0.25  2.343
O: 0.97 -0.53 0.05  -0.197
O: 2.68 0.64 0.38  -0.176
O: -1.25 0.85 -0.49  -0.581
C: -0.31 -0.85 -0.49  -0.012
C: -1.54 -0.42 0.34  -0.463
C: 1.41 0.67 0.20  0.055
H: -1.33 -1.16 -1.18  0.449
H: -0.20 -1.95 -0.51  0.377
H: -2.21 -1.28 0.40  0.491
H: -1.35 -0.16 1.39  0.329
H: 3.10 1.49 0.16  0.386

***

Record 3
# C3H5I

2 unconnected molecules or ions with the total composition C3H5I at a distorted geometry (ωB97M-V with the def2-TZVPD basis set, the OMol25 dataset).

## Properties
DFT total energy ... -414.81616 Ha
LUMO energy ... -0.05 eV
Strongest force on any atom ... 3.22 eV/A
Kohn-Sham gap ... 9.4 eV

Last column: Mulliken charge in e.
CARTESIAN COORDINATES (ANGSTROEM)
I: -2.30 0.06 -0.04  0.049
C: -0.79 -1.37 0.02  -0.179
C: 1.52 0.34 -0.23  -0.823
C: 0.99 1.45 0.10  -0.270
H: 1.82 2.04 -0.28  0.278
H: -0.80 -2.01 -0.91  0.301
H: 0.24 -0.72 -0.10  0.062
H: 0.16 2.12 0.37  0.288
H: -0.85 -1.90 1.07  0.295

***

Record 4
# C3H5I

2 unconnected molecules or ions with the total composition C3H5I at a distorted geometry (ωB97M-V with the def2-TZVPD basis set, the OMol25 dataset).

## Properties
Multiplicity ... 3
DFT total energy ... -414.71320 Ha
Expectation value of S² ... 2.006
LUMO energy (spin up / spin down) ... 0.92 / -3.88 eV
Strongest force on any atom ... 5.69 eV/A
Kohn-Sham gap (spin up / spin down) ... 5.4 / 5.9 eV

Last column: Mulliken charge in e.
CARTESIAN COORDINATES (ANGSTROEM)
I: 3.71 0.06 -0.26  0.055
C: -0.56 0.26 0.12  0.119
C: 0.30 1.08 0.28  -0.415
C: -1.55 -0.75 -0.16  -1.094
H: -1.84 -0.39 -1.13  0.260
H: -2.38 -0.69 0.43  0.334
H: -1.08 -1.70 -0.11  0.281
H: 2.39 0.28 0.61  -0.067
H: 1.01 1.86 0.21  0.526

***

Record 5
# C3H5IO

2 unconnected molecules or ions with the total composition C3H5IO at a distorted geometry (ωB97M-V with the def2-TZVPD basis set, the OMol25 dataset).

## Properties
SMILES ... O=C=CI.C
DFT total energy ... -490.19057 Ha
LUMO energy ... -0.46 eV
Strongest force on any atom ... 1.53 eV/A
Kohn-Sham gap ... 8.4 eV

Last column: Mulliken charge in e.
CARTESIAN COORDINATES (ANGSTROEM)
I: -4.08 0.25 -0.05  0.085
O: -1.58 -2.70 0.32  -0.334
C: -1.88 -1.69 -0.17  0.632
C: -2.22 -0.55 -0.67  -0.883
C: 0.68 0.15 0.38  -1.025
H: 1.67 0.55 0.55  0.305
H: 0.76 -0.88 0.08  0.228
H: 0.11 0.23 1.30  0.283
H: -1.72 -0.02 -1.45  0.491
H: 0.19 0.73 -0.39  0.218

***

Record 6
# C3H5IO

2 unconnected molecules or ions with the total composition C3H5IO at a distorted geometry (ωB97M-V with the def2-TZVPD basis set, the OMol25 dataset).

## Properties
SMILES ... C#CCO.I
DFT total energy ... -490.12218 Ha
LUMO energy ... 0.14 eV
Strongest force on any atom ... 1.99 eV/A
Kohn-Sham gap ... 9.5 eV

Last column: Mulliken charge in e.
CARTESIAN COORDINATES (ANGSTROEM)
I: -1.77 2.53 -0.16  -0.114
O: 0.56 -2.26 0.87  -0.452
C: 0.80 0.68 -1.16  -0.656
C: -0.11 -0.98 0.72  -0.504
C: 0.34 -0.13 -0.39  0.385
H: -0.18 3.05 -0.56  0.094
H: -1.23 -1.13 0.77  0.320
H: 1.35 1.28 -1.90  0.394
H: -0.05 -2.73 0.31  0.294
H: 0.29 -0.31 1.50  0.240

***

Energy relative to the best compared isomer or geometry (same formula, charge and spin) across the listed records, respectively: 137.7 103.2 99.3 68.1 14.0 57.0 kcal/mol.